[1]
Here is a molecular structure, C20H31Br4Cl4F3Li2MgN2O12S in a non-equilibrium geometry from the Open Molecules 2025 dataset. Energies are from wB97M-V/def2-TZVPD.

The geometry in XYZ format:
```
80
Properties=species:S:1:pos:R:3:lowdin_charge:R:1
Br 1.1711 2.5853 -1.8279 0.550
Br -1.2471 0.5701 -1.2355 0.653
Br 5.8176 -1.0713 -0.9797 0.705
Br 0.6912 0.0463 -3.7034 0.700
Cl -0.5542 4.9400 3.3275 0.560
Cl -1.7384 5.5312 0.7812 0.624
Cl -3.3546 5.6209 3.1650 0.529
Cl -1.3502 7.6468 2.7224 0.594
S 4.4720 -1.7934 3.5670 0.512
Mg 6.5691 0.1449 3.1560 0.617
F -6.6690 0.8609 -2.3073 0.086
F -4.7291 -0.0702 -2.1494 0.072
F -6.2317 -0.9157 -3.4516 0.124
O -4.7196 0.4672 -5.3503 -0.102
O 5.1660 -0.7642 4.3516 -0.485
O 0.8928 -5.2870 4.7538 0.035
O -0.0738 -5.6892 2.7657 0.033
O -1.7435 5.5107 6.6113 0.166
O 3.5485 -1.1647 2.6584 -0.297
O 0.2788 6.3629 6.4352 0.211
O -4.4999 2.1630 -3.7703 -0.162
O -0.3682 -1.8360 -5.5317 -0.498
O 3.7376 -2.7863 4.4897 -0.097
O 1.3365 -3.9466 3.0005 -0.129
O -1.3365 7.5468 5.8779 0.184
N 2.2990 -2.5520 0.5000 0.171
N -1.6736 4.1856 -1.8912 0.181
C 4.0856 -4.5744 1.4375 -0.165
C -4.7075 2.7566 -0.9769 -0.303
C 5.2454 -4.2708 2.3973 -0.171
C -5.6945 0.2506 -3.0468 -0.531
C -3.1603 -1.3209 -4.5510 -0.091
C -0.1181 1.3746 -2.5909 -1.584
C -3.3705 -0.0084 -5.2925 -0.252
C -0.9737 6.4294 6.3286 -0.971
C 4.1678 -1.3983 -0.0598 -0.663
C 2.9260 -0.5572 -0.4823 -0.120
C 1.9563 -1.3198 0.3791 0.028
C -5.2615 1.1965 -4.2191 -0.500
C 0.6790 -4.9709 3.3941 -0.784
C -1.7419 5.9575 2.4991 -2.006
C 3.5643 -2.8004 -0.2257 -0.272
C -3.3809 3.0339 -0.2814 -0.314
C 4.3313 -4.0968 0.0071 -0.110
C 5.6349 -2.8076 2.7546 -0.253
C -2.4196 3.7152 -1.1438 -0.341
C -5.4497 3.9553 -1.4899 -0.080
Li 6.8336 1.0817 -0.8007 0.554
Li -4.0657 1.6925 1.4269 0.836
H -0.7740 1.9637 -3.2232 -0.027
H 1.5084 -4.5886 4.9999 0.056
H -2.1852 -1.7757 -4.8443 0.031
H 6.1827 -4.7366 2.0906 0.126
H -6.3439 3.5848 -1.9859 0.085
H -3.1292 -1.1845 -3.4709 0.037
H 5.9713 -2.2663 1.8696 0.048
H 0.0621 -2.6805 -5.3319 -0.120
H 4.2943 -1.0721 0.9728 0.032
H 1.0707 -0.9128 0.8505 0.154
H -5.3637 2.1808 -0.2841 0.098
H -6.2581 1.4901 -4.6290 0.150
H -3.0993 -0.1814 -6.3354 0.115
H 3.1343 -4.2049 1.8212 0.070
H -4.5129 2.1213 -1.8489 0.063
H 2.8063 -2.5040 4.6130 0.128
H -4.8253 4.4294 -2.2464 0.087
H -2.9380 2.0714 -0.0185 -0.012
H 3.2265 -2.8149 -1.2712 0.162
H 5.4025 -4.0109 -0.1845 0.111
H -5.7378 4.6791 -0.7206 0.079
H 3.1073 0.4683 -0.1749 0.112
H 4.9433 -4.7824 3.3137 0.120
H -3.9668 -2.0218 -4.7801 0.075
H 3.9684 -4.8077 -0.7340 0.128
H 6.4971 -2.9068 3.4172 0.113
H 2.6499 -0.6963 -1.5304 0.096
H 3.9864 -5.6594 1.4656 0.134
H -2.7005 0.7725 -4.9255 0.095
H -3.5073 3.6429 0.6283 0.057
H 1.7591 -3.2210 1.0684 0.153
```

Results
* relative energy (zero: lowest compared OMol25 entry of this formula, charge and spin): 0.000 eV
* HOMO energy: -0.2159 Eh
* largest force on an atom: 1.87 eV/A
* charge: 0
* orbital gap: 1.01 eV
* E_LUMO: -4.861 eV

***

[2]
Here is C3H8ClN in the gas phase in a non-equilibrium geometry from the Open Molecules 2025 dataset. Energies are from wB97M-V/def2-TZVPD.

The geometry in XYZ format:
```
13
Properties=species:S:1:pos:R:3:lowdin_charge:R:1
Cl -2.2595 0.1226 0.1420 0.471
N 0.1223 -1.3666 -0.6595 0.040
C -0.3609 -0.1053 0.0400 -0.894
C 0.2101 0.9406 -0.8589 -0.153
C 0.2115 -0.0565 1.4015 -0.151
H 0.3472 1.9570 -0.4274 0.096
H -0.2400 1.2825 -1.7926 0.083
H -0.3912 -0.6898 2.1961 0.109
H 0.0728 -1.4290 -1.6352 0.054
H 0.1609 1.0683 1.8380 0.123
H 1.3147 -0.2886 1.1977 0.107
H -0.2997 -2.1276 -0.1581 0.067
H 1.1118 0.6923 -1.2835 0.048
```

Results
* relative energy (zero: lowest compared OMol25 entry of this formula, charge and spin): 0.508 eV
* HOMO energy: -0.3626 Eh
* largest force on an atom: 4.25 eV/A
* charge: 0
* orbital gap: 10.82 eV
* E_LUMO: 0.952 eV

***

[3]
Here is a molecular structure, C27H55BCrF4O19 in a non-equilibrium geometry from the Open Molecules 2025 dataset. Energies are from wB97M-V/def2-TZVPD.

The geometry in XYZ format:
```
107
Properties=species:S:1:pos:R:3:lowdin_charge:R:1
Cr -0.4702 -0.4358 -0.1435 0.880
F 1.2843 -0.9551 -0.9844 0.099
F 1.6520 -1.3870 1.1605 0.160
F 3.1530 -1.9847 -0.4667 0.133
F 2.9293 0.1715 0.2035 0.158
O 1.3114 2.2339 3.0104 0.019
O 0.1343 0.6312 3.9105 -0.005
O 2.5866 -6.7160 0.3292 0.025
O -1.0489 -1.1939 -2.2288 0.061
O 1.2693 -7.3072 2.2702 -0.052
O -0.9183 3.3504 -0.4592 0.046
O 3.4437 5.1595 -3.0445 0.095
O -0.6020 3.1596 -2.6676 -0.040
O -2.3690 -1.0064 -4.1165 0.055
O -0.8274 -2.5759 0.1386 0.050
O 3.3726 5.9277 -0.8348 0.012
O -2.4029 -4.0789 0.8127 0.038
O -0.2779 -1.2853 -4.3905 -0.002
O -0.1346 1.3835 -1.2257 0.062
O -2.4401 0.0484 0.5466 -0.325
O 1.9510 -5.1972 2.0960 -0.002
O 3.0227 3.7683 -1.2451 -0.031
O -0.8682 -4.7889 -0.6317 0.012
O 0.1418 0.8263 1.5939 0.077
C -0.7575 5.6057 -1.3020 -0.065
C 2.9044 -4.1281 1.9225 -0.187
C -3.8417 0.6940 -3.8271 -0.057
C -1.3023 -3.7131 0.1311 -0.453
C 3.6241 7.3248 -1.1296 -0.193
C 3.2691 5.0224 -1.8271 -0.494
C -1.7157 -3.5104 3.0268 -0.058
C -0.8111 -0.4697 4.0603 -0.147
C 0.2809 -4.6373 -1.4912 -0.016
C 2.0154 -6.4054 1.4623 -0.392
C 1.8395 2.9899 1.9567 -0.039
C 3.5497 8.0645 0.1888 -0.075
C -0.5741 2.5235 -1.4350 -0.440
C -4.9757 -0.3516 0.6903 -0.064
C 0.4809 1.2142 2.6944 -0.452
C -3.5731 -0.7071 -3.3890 -0.187
C -1.2482 -1.1510 -3.4510 -0.502
C -3.8818 1.8962 0.6784 -0.082
C 4.1673 -4.4248 2.7305 -0.054
C 1.0868 -1.2321 -4.1117 -0.035
C 3.2727 2.6563 -2.0441 -0.067
C -1.6224 4.5917 -0.6125 -0.185
C -0.4062 -1.0906 5.4871 -0.034
C 0.8451 -8.5796 1.8431 -0.078
C -2.8028 -3.3667 2.0062 -0.176
C -0.4859 2.5300 -3.9055 -0.025
C -3.7124 0.4203 1.0390 -0.574
B 2.2540 -1.0160 -0.0093 -1.373
H -4.3551 -1.4343 -3.6074 0.132
H 0.9640 -3.8434 -1.1893 0.088
H -1.8361 -0.1090 3.9748 0.120
H 0.1316 -8.4841 1.0246 0.092
H 2.5764 7.9517 0.6662 0.078
H 3.4979 1.6920 -1.5885 0.095
H 4.8304 -3.5656 2.6298 0.080
H 4.3429 7.8428 0.9028 0.081
H 2.3606 2.5468 -2.6306 0.075
H -1.8782 4.9465 0.3860 0.128
H -5.8248 0.1753 1.1255 0.070
H 2.8472 7.7289 -1.7785 0.128
H -0.9577 -2.0242 5.5986 0.054
H -3.0935 2.5462 1.0582 0.059
H 3.1376 -3.9898 0.8667 0.114
H 1.2279 -1.8950 -3.2581 0.089
H -2.5896 4.5314 -1.1114 0.126
H 4.6047 -5.3821 2.4470 0.081
H -2.0934 -2.8366 3.7958 0.070
H 0.8773 -5.5464 -1.4138 0.087
H 0.1389 5.2210 -1.7882 0.075
H -0.5684 3.3550 -4.6130 0.106
H 4.0537 -4.3985 3.8142 0.074
H -0.5921 -1.1419 3.2306 0.090
H 1.7181 -1.6113 -4.9153 0.102
H -3.1621 1.3386 -3.2697 0.069
H -4.7520 2.2620 1.2234 0.073
H 1.6729 -9.1698 1.4499 0.090
H -1.7814 -4.5162 3.4416 0.092
H -3.7131 0.5003 2.1261 0.110
H 0.6639 -1.2944 5.5263 0.073
H 4.0224 2.8314 -2.8158 0.097
H -0.5422 -0.4358 6.3478 0.069
H -2.8953 -2.3213 1.7116 0.102
H 2.4438 -3.2063 2.2779 0.112
H -4.9140 0.8110 -3.6703 0.088
H -0.4923 6.4400 -0.6526 0.075
H -3.4854 -0.7229 -2.3026 0.117
H 0.3578 -9.1594 2.6270 0.091
H -3.7088 -3.8286 2.3984 0.134
H 0.4993 2.0721 -3.9941 0.092
H 0.0699 -4.3942 -2.5326 0.092
H 2.4473 2.3201 1.3483 0.094
H -1.3869 1.9558 -4.1211 0.080
H 1.3777 -0.2051 -3.8910 0.091
H -4.9883 -1.3634 1.0956 0.061
H 3.6375 9.1296 -0.0253 0.078
H 2.4131 3.8913 2.1723 0.100
H 0.9996 3.4055 1.4000 0.088
H 4.6486 7.3866 -1.4965 0.130
H -3.8004 2.1253 -0.3842 0.068
H -1.2321 6.2096 -2.0754 0.082
H -0.7091 -3.2566 2.6945 0.084
H -5.3000 -0.3652 -0.3502 0.065
H -3.6824 0.7862 -4.9014 0.090
```

Results
* HOMO energy (spin up / spin down): -0.2783 / -0.2853 Eh
* largest force on an atom: 6.69 eV/A
* charge: 0
* orbital gap (spin up / spin down): 8.01 / 8.20 eV
* ⟨S²⟩: 6.004
* multiplicity: 5
* E_LUMO (spin up / spin down): 0.440 / 0.438 eV